--- a ---
{"formula": "C2H6NO2", "method": "ωB97M-V/def2-TZVPD", "symbols": ["C", "O", "H", "H", "H", "C", "N", "O", "H", "H", "H"], "positions_angstrom": [[0.84, 0.39, 1.99], [0.73, 1.42, 1.07], [-0.01, 0.48, 2.72], [0.80, -0.64, 1.57], [1.76, 0.50, 2.62], [-0.24, -0.91, -1.13], [-0.34, 0.43, -0.80], [-1.18, -1.49, -1.67], [0.77, -1.38, -0.96], [0.22, 0.93, 0.22], [-1.24, 0.85, -0.98]], "mulliken_charge": [-0.509, -0.721, 0.146, 0.147, 0.179, 0.028, -0.568, -0.705, 0.324, 0.545, 0.132], "multiplicity": 1, "charge": -1, "e_homo_ha": -0.1427}



--- b ---
{"formula": "C2H6NO2", "method": "ωB97M-V/def2-TZVPD", "symbols": ["C", "O", "H", "H", "H", "C", "N", "O", "H", "H", "H"], "positions_angstrom": [[-0.85, -0.45, -2.26], [-0.22, 0.15, -1.02], [-1.95, -0.82, -2.05], [-1.00, 0.31, -2.98], [-0.08, -1.08, -2.91], [0.61, 0.29, 2.59], [1.07, 0.06, 1.37], [0.96, 1.17, 3.49], [-0.31, -0.26, 2.82], [-0.06, -0.08, -0.10], [1.83, 0.71, 1.04]], "mulliken_charge": [-0.505, -0.586, 0.211, 0.196, 0.204, -0.007, -0.661, -0.765, 0.315, 0.469, 0.130], "multiplicity": 1, "charge": -1, "e_homo_ha": -0.1318}



Which one is the least stable? From the structures above, b.